Record 1
{
  "formula": "C38H45N9O4Y",
  "method": "ωB97M-V/def2-TZVPD",
  "lumo_energy_ev": -2.415,
  "gap_ev": 7.29,
  "homo_energy_ha": -0.3567,
  "e_above_lowest_kj_mol": 20.8,
  "total_charge": 1,
  "species": ["Y", "C", "C", "N", "C", "C", "N", "C", "O", "O", "C", "O", "O", "H", "H", "H", "H", "H", "C", "N", "C", "C", "N", "C", "C", "C", "C", "C", "C", "C", "C", "C", "N", "C", "N", "C", "C", "N", "C", "C", "C", "N", "C", "C", "H", "H", "H", "H", "H", "H", "H", "H", "H", "H", "H", "H", "H", "H", "H", "H", "H", "H", "H", "H", "H", "H", "H", "H", "H", "H", "H", "H", "H", "H", "C", "C", "C", "C", "C", "C", "N", "C", "C", "C", "C", "C", "C", "H", "H", "H", "H", "H", "H", "H", "H", "H", "H"],
  "xyz": [[-0.21971, 0.95619, 0.06766], [-3.39723, -2.21049, -0.91016], [-3.63679, -0.82782, -0.40461], [-2.75515, 0.11637, -0.11111], [-3.50970, 1.22488, 0.25484], [-4.84188, 0.93216, 0.19414], [-4.88965, -0.36334, -0.21650], [-6.15123, 1.61820, 0.42956], [-6.12635, 2.87373, 0.80106], [-7.16104, 0.99236, 0.22212], [-2.85979, 2.50902, 0.62491], [-3.52630, 3.43157, 1.07525], [-1.57634, 2.54499, 0.44654], [-2.39863, -2.55231, -0.66688], [-3.49727, -2.24428, -1.99820], [-4.12673, -2.90139, -0.48632], [-5.76669, -0.84303, -0.36557], [-5.18504, 3.19340, 0.87513], [0.18886, 1.60772, 3.22275], [-0.94304, 0.68207, 3.26263], [-2.16993, 1.23731, 3.83078], [-0.90454, -0.53305, 2.66577], [-0.18525, -0.67071, 1.55202], [0.39443, -1.94358, 1.23306], [1.01745, -2.61263, 2.25469], [1.44543, -3.94728, 2.13711], [1.18012, -4.62274, 0.98931], [0.59934, -3.95997, -0.12374], [0.29203, -4.73687, -1.27066], [-0.25405, -4.15410, -2.36971], [-0.38013, -2.75560, -2.40743], [-0.02559, -1.94505, -1.35633], [-0.01346, -0.53293, -1.58820], [0.42303, -0.03419, -2.74998], [1.34241, -0.58292, -3.55156], [2.34688, -1.54055, -3.09791], [1.38208, -0.32475, -4.99222], [-0.09655, 1.16354, -3.15625], [0.75091, 2.25777, -3.63026], [-1.47062, 1.55030, -2.84819], [0.31743, -2.55534, -0.08227], [-1.63292, -1.51328, 3.22128], [-1.84623, -1.61347, 4.66376], [-2.14108, -2.63771, 2.45126], [0.37187, 1.99357, 4.22520], [-0.00412, 2.46893, 2.58089], [1.08627, 1.09793, 2.88679], [-2.40474, 2.17780, 3.32901], [-2.04940, 1.44179, 4.89605], [-2.99955, 0.54982, 3.69134], [1.12658, -2.10145, 3.20584], [1.92795, -4.43778, 2.97470], [1.41631, -5.67664, 0.89353], [0.48623, -5.80526, -1.23819], [-0.53885, -4.74663, -3.23136], [-0.71885, -2.28101, -3.32404], [2.45985, -1.50290, -2.02016], [3.29997, -1.26699, -3.54680], [2.08400, -2.55375, -3.40249], [0.45331, 0.12167, -5.33432], [1.51964, -1.27926, -5.50247], [2.21657, 0.32519, -5.25990], [1.77774, 1.92364, -3.73536], [0.73540, 3.07000, -2.90085], [0.39350, 2.63936, -4.58745], [-2.06964, 0.67491, -2.62973], [-1.88401, 2.05389, -3.72065], [-1.53846, 2.25950, -2.01990], [-1.27097, -0.85852, 5.19147], [-1.51362, -2.59972, 4.99640], [-2.90211, -1.50354, 4.91874], [-2.07267, -2.42909, 1.39157], [-3.18959, -2.79517, 2.71206], [-1.58076, -3.54962, 2.66728], [5.08821, -0.56848, -1.44189], [4.31586, -1.02900, -0.38818], [3.20783, -0.29931, 0.04227], [2.84939, 0.89519, -0.57141], [3.62922, 1.34544, -1.64209], [4.73544, 0.62459, -2.07163], [1.78241, 1.69802, -0.05912], [2.24047, 2.87798, 0.60389], [3.55610, 3.02807, 1.06387], [3.94041, 4.16394, 1.77035], [3.03999, 5.18572, 2.03443], [1.74265, 5.06092, 1.55899], [1.35273, 3.93388, 0.84708], [5.96389, -1.12003, -1.76453], [4.58543, -1.94583, 0.12604], [2.65271, -0.62956, 0.91396], [3.39298, 2.30735, -2.08664], [5.34245, 1.00691, -2.88431], [4.28500, 2.24896, 0.88545], [4.96592, 4.24552, 2.11550], [3.34797, 6.06952, 2.58167], [1.02531, 5.85981, 1.72037], [0.34836, 3.89760, 0.44717]],
  "mulliken_charge": [-1.11, -0.77, -0.33, 1.11, -0.37, 0.18, -0.09, 0.57, -0.54, -0.60, 0.53, -0.89, -0.21, -0.24, 0.35, 0.46, 0.31, 0.41, -1.41, 0.31, -1.24, 0.38, 1.24, -0.67, -0.12, -1.43, -1.00, 1.19, -1.01, -1.28, 0.06, -0.78, 0.62, 0.13, 0.72, -1.05, -1.31, 0.22, -1.00, -1.31, 0.41, 0.54, -1.24, -1.11, 0.55, 0.40, 0.20, 0.47, 0.33, 0.35, 0.63, 0.46, 0.47, 0.47, 0.45, 0.62, 0.04, 0.54, 0.44, 0.41, 0.40, 0.38, 0.30, 0.25, 0.36, 0.22, 0.57, 0.37, 0.38, 0.38, 0.38, 0.19, 0.45, 0.33, -0.79, -0.63, 0.09, 0.16, 0.04, -1.08, 1.22, 0.55, -0.53, -0.77, -0.66, -0.74, -0.48, 0.38, 0.41, 0.32, 0.70, 0.44, 0.40, 0.39, 0.40, 0.45, 0.28]
}

=====

Record 2
{
  "formula": "C38H46FN10O3Se2V",
  "method": "ωB97M-V/def2-TZVPD",
  "multiplicity": 4,
  "lumo_energy_ev": [-2.675, -2.652],
  "gap_ev": [6.26, 7.48],
  "homo_energy_ha": [-0.3284, -0.3723],
  "e_above_lowest_kj_mol": 152.7,
  "total_charge": 1,
  "species": ["V", "Se", "Se", "C", "C", "C", "C", "C", "N", "C", "C", "C", "C", "C", "N", "H", "H", "H", "H", "H", "H", "H", "H", "C", "C", "C", "C", "C", "C", "C", "F", "C", "C", "C", "O", "C", "C", "N", "C", "C", "O", "O", "H", "H", "H", "H", "H", "H", "H", "H", "H", "H", "H", "C", "N", "C", "N", "C", "N", "C", "N", "C", "C", "H", "H", "H", "H", "H", "H", "H", "H", "H", "H", "H", "H", "C", "C", "C", "C", "C", "N", "H", "H", "H", "H", "H", "H", "H", "H", "H", "C", "N", "C", "C", "N", "H", "H", "H", "H", "H", "H"],
  "xyz": [[0.40503, -0.58449, -1.04631], [0.46551, -1.67700, -4.50789], [2.35462, -2.11127, -3.28857], [1.49830, -3.13701, -1.90065], [1.85223, -4.46812, -1.74947], [1.14989, -5.25475, -0.85211], [0.09894, -4.66924, -0.15798], [-0.18649, -3.33480, -0.35769], [0.51995, -2.54696, -1.19049], [0.26327, 0.15792, -3.96265], [-0.17588, 1.11548, -4.86143], [-0.16024, 2.44332, -4.46908], [0.29547, 2.76098, -3.19548], [0.67793, 1.74067, -2.35212], [0.65058, 0.44890, -2.72026], [2.65690, -4.86632, -2.35165], [1.39296, -6.30041, -0.72306], [-0.49854, -5.24476, 0.53523], [-0.98531, -2.85613, 0.19005], [-0.50874, 0.81754, -5.84599], [-0.48230, 3.21768, -5.15139], [0.35008, 3.78854, -2.86513], [1.02739, 1.93581, -1.33954], [2.99227, -3.51963, 5.17740], [3.95805, -3.58586, 4.00689], [4.29332, -5.02427, 3.62526], [5.45198, -5.01397, 2.63899], [5.18286, -4.04604, 1.51403], [5.92269, -4.13240, 0.35406], [5.66012, -3.27105, -0.70467], [6.41977, -3.35286, -1.80552], [4.62749, -2.37610, -0.66316], [3.84161, -2.28498, 0.49111], [2.66361, -1.42416, 0.48984], [2.33916, -0.75397, -0.53267], [1.91509, -1.44597, 1.69861], [2.37563, -2.12814, 2.79357], [3.45436, -2.91309, 2.79128], [4.16182, -3.07912, 1.60961], [0.55850, -0.79624, 1.86713], [0.20030, -0.49464, 3.00088], [-0.15543, -0.70114, 0.80469], [3.41540, -4.08253, 6.00703], [2.02975, -3.96464, 4.92162], [2.83524, -2.49769, 5.51990], [4.88707, -3.07546, 4.28391], [3.41330, -5.48418, 3.16728], [4.55370, -5.59371, 4.51618], [5.61257, -6.00855, 2.22098], [6.37733, -4.73161, 3.14882], [6.70812, -4.87105, 0.26050], [4.42388, -1.73361, -1.50814], [1.80542, -2.03295, 3.70526], [-1.29650, 3.58686, 0.21284], [-1.57784, 4.74481, 1.06104], [-2.39630, 4.29353, 2.19236], [-1.73387, 3.24055, 2.95581], [-1.45369, 2.11857, 2.06105], [-0.60111, 2.51108, 0.92500], [0.64447, 3.05874, 1.47826], [0.40692, 4.20217, 2.35641], [-0.30040, 5.23208, 1.59543], [-0.46113, 3.76337, 3.45400], [-0.68268, 3.91770, -0.63101], [-2.23631, 3.18854, -0.17020], [-3.34780, 3.91200, 1.81206], [-2.59240, 5.14524, 2.84715], [-2.40268, 1.74924, 1.66485], [-0.96475, 1.32426, 2.62051], [1.29478, 3.38144, 0.65802], [1.14600, 2.27270, 2.04817], [0.33081, 5.55302, 0.76270], [-0.49375, 6.08719, 2.24598], [-0.65606, 4.61228, 4.11252], [0.04838, 2.97950, 4.01743], [-4.04703, 3.76584, -4.55976], [-4.10408, 3.80212, -3.02339], [-3.41050, 5.06061, -2.48415], [-5.56192, 3.74172, -2.54805], [-3.39162, 2.61690, -2.54139], [-2.82438, 1.67982, -2.18904], [-4.50636, 4.66506, -4.96968], [-4.58210, 2.89572, -4.94010], [-3.01394, 3.71216, -4.90157], [-3.94903, 5.94439, -2.82581], [-2.38147, 5.12142, -2.84100], [-3.39265, 5.06717, -1.39387], [-6.11019, 4.58019, -2.97752], [-5.61878, 3.80489, -1.46137], [-6.03952, 2.81554, -2.86775], [-4.26536, -2.65875, -1.08330], [-3.64164, -1.42280, -0.63341], [-4.20253, -0.71485, 0.51248], [-2.47267, -1.06703, -1.08543], [-1.45478, -0.71816, -1.51793], [-4.25589, -3.40841, -0.28805], [-3.72086, -3.04691, -1.94059], [-5.29885, -2.46916, -1.37404], [-4.31132, -1.39202, 1.36181], [-5.17654, -0.29316, 0.26028], [-3.52660, 0.08687, 0.79526]],
  "lowdin_spin": [2.52, 0.02, 0.02, 0.04, 0.00, 0.03, 0.00, 0.03, 0.01, 0.04, 0.00, 0.03, 0.00, 0.03, 0.01, 0.00, 0.00, 0.00, 0.00, 0.00, 0.00, 0.00, 0.00, 0.00, 0.00, 0.00, 0.00, 0.00, 0.00, 0.00, 0.00, 0.00, 0.00, 0.01, 0.03, 0.00, 0.00, 0.01, 0.00, 0.01, 0.02, 0.03, 0.00, 0.00, 0.00, 0.00, 0.00, 0.00, 0.00, 0.00, 0.00, 0.00, 0.00, 0.00, 0.00, 0.00, 0.00, 0.00, 0.00, 0.00, 0.00, 0.00, 0.00, 0.00, 0.00, 0.00, 0.00, 0.00, 0.00, 0.00, 0.00, 0.00, 0.00, 0.00, 0.00, 0.00, 0.00, 0.00, 0.00, 0.00, 0.00, 0.00, 0.00, 0.00, 0.00, 0.00, 0.00, 0.00, 0.00, 0.00, 0.00, 0.02, 0.00, 0.07, 0.01, 0.00, 0.00, 0.00, 0.00, 0.00, 0.00]
}

=====

Record 3
{
  "formula": "C38H46FNO7P4RhSi",
  "method": "ωB97M-V/def2-TZVPD",
  "multiplicity": 5,
  "lumo_energy_ev": [-2.241, -5.115],
  "gap_ev": [7.68, 5.36],
  "homo_energy_ha": [-0.3645, -0.3849],
  "e_above_lowest_kj_mol": 122.9,
  "total_charge": 1,
  "species": ["Rh", "C", "C", "P", "C", "C", "C", "C", "C", "C", "C", "C", "C", "C", "C", "C", "C", "P", "C", "C", "C", "C", "C", "C", "C", "C", "C", "C", "C", "C", "H", "H", "H", "H", "H", "H", "H", "H", "H", "H", "H", "H", "H", "H", "H", "H", "H", "H", "H", "H", "H", "H", "H", "H", "H", "H", "C", "C", "O", "P", "O", "O", "O", "P", "O", "O", "O", "H", "H", "H", "H", "H", "H", "H", "C", "Si", "C", "C", "N", "C", "C", "C", "C", "C", "C", "F", "H", "H", "H", "H", "H", "H", "H", "H", "H", "H", "H", "H", "H"],
  "xyz": [[-0.51349, 0.23866, -1.17190], [0.63982, -2.84223, 0.57593], [-0.82605, -2.39982, 0.62094], [-1.20342, -0.54261, 1.30298], [-2.62301, -1.16846, 2.30702], [-3.90755, -0.71120, 2.02003], [-4.98698, -1.15002, 2.77510], [-4.79064, -2.02428, 3.83416], [-3.51226, -2.48135, 4.12486], [-2.43532, -2.06726, 3.35371], [-1.38650, 1.20327, 2.07120], [-2.29933, 2.07799, 1.50838], [-2.52000, 3.32757, 2.07422], [-1.83532, 3.70717, 3.21872], [-0.93688, 2.82433, 3.80331], [-0.71684, 1.58100, 3.22744], [1.50823, -1.58570, 0.53982], [1.03694, -0.61177, 1.96987], [1.93507, 0.94793, 1.85584], [1.46469, 1.97193, 1.03317], [2.18460, 3.14905, 0.90971], [3.37162, 3.31452, 1.61128], [3.84006, 2.30081, 2.43630], [3.12365, 1.11924, 2.56406], [1.56234, -1.54033, 3.42148], [0.85338, -1.48627, 4.62310], [1.30541, -2.18359, 5.73413], [2.46147, -2.94512, 5.65200], [3.16334, -3.01914, 4.45658], [2.71658, -2.32462, 3.34402], [0.84568, -3.46433, -0.29537], [0.87581, -3.44538, 1.45488], [-1.42796, -3.03379, 1.26385], [-1.28894, -2.39774, -0.36802], [-4.07764, -0.00961, 1.21205], [-5.98294, -0.80148, 2.53558], [-5.63214, -2.35537, 4.42794], [-3.35293, -3.17092, 4.94356], [-1.44986, -2.46717, 3.56838], [-2.84829, 1.79640, 0.62849], [-3.22369, 4.00777, 1.61130], [-2.00116, 4.68324, 3.65491], [-0.40457, 3.10369, 4.70352], [-0.00423, 0.92647, 3.70826], [1.11783, -0.99988, -0.31017], [2.58203, -1.72290, 0.42222], [0.50926, 1.89778, 0.51633], [1.79350, 3.94452, 0.28872], [3.92100, 4.24346, 1.53304], [4.75797, 2.43246, 2.99316], [3.49129, 0.34541, 3.22618], [-0.06820, -0.92885, 4.69992], [0.74752, -2.13763, 6.65949], [2.81112, -3.49091, 6.51817], [4.05967, -3.62091, 4.38971], [3.27616, -2.39767, 2.42014], [-2.77487, 3.05739, -4.78809], [-3.09497, 2.14022, -3.61305], [-4.49494, 1.81719, -3.67488], [-2.28284, 0.54120, -3.77402], [-0.82836, 0.83442, -4.34290], [-2.96364, -0.15747, -5.02273], [-2.30556, -0.29887, -2.53509], [-2.61902, 2.96405, -1.99757], [-3.94700, 2.58508, -1.11684], [-2.52386, 4.42048, -2.17782], [-1.47883, 2.16163, -1.38908], [-3.02086, 2.57861, -5.73660], [-1.72300, 3.33606, -4.79581], [-3.36136, 3.96669, -4.67633], [-4.80293, 1.71374, -2.76265], [-0.10963, 0.43117, -3.82549], [-3.91981, -0.01486, -5.02071], [-4.48809, 3.37525, -1.01750], [-0.57837, -2.88580, -2.97114], [1.08966, -2.16707, -3.30464], [2.38827, -3.32198, -2.62625], [1.28794, -1.88363, -5.12018], [1.21669, -0.49398, -2.54059], [2.32850, 0.22720, -2.66501], [3.60262, -0.30065, -3.08637], [4.72380, 0.47329, -3.15073], [4.65905, 1.84346, -2.83737], [3.45664, 2.42578, -2.46328], [2.33268, 1.64055, -2.38182], [1.17072, 2.22399, -2.07550], [-0.89812, -3.39265, -3.88735], [-1.35289, -2.15296, -2.74280], [-0.54489, -3.63801, -2.18211], [1.95829, -4.32699, -2.60925], [2.68815, -3.07381, -1.60625], [3.29111, -3.37287, -3.23643], [1.43915, -2.84454, -5.61863], [2.13220, -1.23761, -5.36702], [0.38570, -1.43006, -5.53954], [3.67715, -1.34902, -3.32541], [5.66471, 0.03312, -3.44981], [5.54963, 2.45402, -2.90063], [3.37124, 3.48190, -2.24847]],
  "lowdin_spin": [2.07, 0.01, 0.14, 0.28, 0.01, 0.01, 0.00, 0.00, 0.00, 0.01, 0.11, 0.01, 0.00, 0.00, 0.01, 0.02, 0.04, 0.02, 0.01, 0.01, 0.00, 0.00, 0.00, 0.00, 0.00, 0.00, 0.00, 0.00, 0.00, 0.00, 0.00, 0.00, 0.01, 0.00, 0.00, 0.00, 0.00, 0.00, 0.00, 0.00, 0.00, 0.00, 0.00, 0.00, 0.02, 0.00, 0.01, 0.00, 0.00, 0.00, 0.00, 0.00, 0.00, 0.00, 0.00, 0.00, 0.00, 0.00, 0.00, 0.01, 0.01, 0.00, 0.05, 0.01, 0.00, 0.01, 0.09, 0.00, 0.00, 0.00, 0.00, 0.00, 0.00, 0.00, 0.00, 0.03, 0.01, 0.01, 0.41, 0.06, 0.11, 0.00, 0.18, -0.01, 0.15, 0.05, 0.00, 0.00, 0.00, 0.00, 0.00, 0.00, 0.00, 0.00, 0.00, 0.00, 0.00, 0.01, 0.00]
}

=====

Q: Which formula does entry 2 have?
A: C38H46FN10O3Se2V